A 8-piece molecular cluster, C33H80N5O17P3 overall in a non-equilibrium geometry. Source: the OMol25 dataset; level of theory: ωB97M-V/def2-TZVPD.

The geometry in XYZ format:
```
138
Properties=species:S:1:pos:R:3:forces:R:3:lowdin_charge:R:1
C -4.023663 0.346826 3.691784 -0.215 -0.323 -0.284 -0.0636
C -5.132614 1.327472 3.455888 0.425 0.736 -0.268 -0.2332
O -5.425044 1.422628 2.019069 1.453 -1.682 1.184 -0.1605
P -6.254251 2.639731 1.597527 -1.191 -0.156 -0.707 0.2207
O -5.789632 3.914129 2.072359 0.557 2.051 0.715 -0.2017
O -6.400792 2.497691 0.056022 1.104 -0.426 -1.685 -0.1551
C -5.197545 2.357358 -0.789501 0.044 0.831 0.352 -0.2306
C -5.656124 2.178013 -2.200001 -0.232 -0.001 -0.414 -0.0689
O -7.674894 2.194780 2.061488 -2.535 0.967 0.857 -0.1716
C -8.797516 3.182080 2.081800 0.533 -0.218 -0.622 -0.2154
C -10.116264 2.460730 1.859456 -0.038 0.188 -0.655 -0.0830
H -3.130336 0.614539 3.143996 0.225 0.338 -0.065 0.0582
H -3.783603 0.371271 4.755879 0.033 -0.354 -0.084 0.0888
H -4.293544 -0.643829 3.319924 -0.085 -0.098 0.425 0.0817
H -6.059777 1.084560 3.975753 0.025 -0.154 -0.074 0.1192
H -4.790194 2.316926 3.796898 -0.284 -0.182 -0.161 0.1166
H -4.579412 3.268117 -0.731075 -0.344 -0.155 0.272 0.1051
H -4.585130 1.527501 -0.435444 -0.208 -0.100 0.090 0.1167
H -6.378261 2.956707 -2.451404 -0.124 -0.126 0.068 0.0839
H -4.838866 2.298393 -2.912643 0.148 -0.187 0.176 0.0711
H -6.097476 1.192946 -2.331675 -0.137 0.015 -0.155 0.0817
H -8.800823 3.774096 3.005209 0.286 -0.485 0.003 0.1188
H -8.632324 3.908807 1.267447 0.017 -0.367 0.213 0.1166
H -10.104311 1.892729 0.923032 0.288 -0.090 0.210 0.0789
H -10.404063 1.793926 2.667561 0.082 0.041 0.121 0.0725
H -10.910672 3.200312 1.684742 0.183 -0.035 0.409 0.0794
C 0.102183 8.328796 -0.149359 -0.158 0.584 -0.489 -0.0769
C -0.195128 7.799597 -1.537373 0.684 -0.490 0.032 -0.2436
O -1.280565 6.844505 -1.544138 0.121 1.911 -0.086 -0.1596
P -1.091303 5.343472 -1.219855 0.073 -0.651 -0.129 0.3065
O -0.022681 4.998048 -0.282172 0.426 -0.103 0.212 -0.2135
O -2.542469 4.952808 -0.776314 -0.202 -0.365 1.071 -0.1751
C -2.951440 5.305729 0.586247 -1.310 -0.078 0.580 -0.2258
C -2.764647 4.220117 1.663514 1.769 0.856 -1.297 -0.0666
O -0.964971 4.739718 -2.669318 0.258 -0.776 -0.009 -0.1496
C -0.442520 3.399141 -2.877916 1.065 0.774 -1.593 -0.2627
C -1.380732 2.335387 -2.511106 -1.007 -0.553 1.389 -0.0859
H -0.705242 8.956735 0.229175 -0.148 -0.249 0.106 0.0773
H 0.317703 7.499098 0.512935 0.068 0.003 0.214 0.0655
H 0.967561 8.995646 -0.241317 0.045 -0.242 0.164 0.0811
H -0.447244 8.583666 -2.246455 -0.260 0.000 0.055 0.1169
H 0.729014 7.325997 -1.903586 -0.358 -0.097 -0.070 0.1203
H -2.523367 6.248101 0.945040 0.202 -0.055 -0.520 0.1168
H -4.030349 5.452814 0.484049 0.139 0.151 -0.037 0.1091
H -1.712295 4.252237 1.982591 -0.115 -0.351 -0.196 0.0590
H -3.336065 4.488739 2.539259 -0.623 -0.354 -0.073 0.0728
H -2.972156 3.274673 1.164427 -0.300 -0.265 0.666 0.0722
H -0.234966 3.360443 -3.951410 -0.032 0.224 0.050 0.1236
H 0.520469 3.270800 -2.383258 -0.053 0.339 0.205 0.0937
H -1.206559 1.363122 -2.971171 0.220 0.154 -0.069 0.0701
H -1.295122 2.225826 -1.422243 -0.414 -0.347 -0.043 0.0825
H -2.404507 2.626851 -2.737102 -0.070 -0.027 -0.091 0.0797
C 5.258552 -5.416618 0.744728 0.109 0.764 -0.005 -0.0567
C 4.467974 -4.283165 0.041288 0.612 -1.461 -0.126 -0.2283
O 3.347509 -3.778626 0.792383 1.177 1.277 -0.715 -0.1819
P 2.070362 -4.571202 1.151622 0.690 -1.616 0.732 0.2668
O 0.866147 -3.817336 1.374105 -1.224 1.333 0.106 -0.1904
O 2.001235 -5.660251 0.031777 -0.203 0.090 -0.714 -0.1768
C 0.860645 -6.512460 -0.035749 0.304 -1.562 -0.475 -0.2587
C 0.448700 -6.675192 -1.484809 0.382 0.517 0.203 -0.0637
O 2.520228 -5.469712 2.364824 0.739 0.493 2.182 -0.1872
C 2.980037 -4.771782 3.645999 -0.925 -0.858 -1.540 -0.2044
C 3.142582 -5.799924 4.695639 0.206 -0.723 0.477 -0.0930
H 4.716093 -6.355451 0.793508 -0.168 0.024 0.042 0.0720
H 6.191806 -5.587716 0.192903 -0.266 0.038 -0.104 0.0722
H 5.576708 -5.120228 1.749847 -0.217 -0.032 -0.040 0.0750
H 5.149836 -3.465217 -0.174590 -0.290 0.339 0.189 0.1018
H 4.118351 -4.681011 -0.917427 -0.114 0.291 0.122 0.1124
H 1.211705 -7.495992 0.299418 -0.136 0.143 0.244 0.1244
H 0.044095 -6.209126 0.611529 0.003 0.391 0.066 0.1182
H -0.205604 -7.532892 -1.588571 -0.302 0.042 -0.108 0.0819
H -0.002368 -5.750852 -1.840774 -0.261 -0.185 -0.203 0.0377
H 1.342294 -6.846348 -2.085322 0.014 -0.104 -0.007 0.0852
H 3.942335 -4.303868 3.438958 -0.359 0.438 -0.161 0.1106
H 2.166211 -4.116010 3.974003 0.408 0.361 -0.509 0.1251
H 3.325470 -5.257967 5.625605 -0.073 -0.218 0.149 0.0873
H 2.242444 -6.406575 4.776746 -0.067 0.079 0.192 0.0855
H 3.980370 -6.477176 4.527457 0.038 0.077 -0.119 0.0801
C 1.020743 3.068794 2.150732 0.438 -0.127 0.265 -0.0679
N 0.511478 2.890032 3.498512 0.102 -0.165 -0.344 -0.1955
C 1.200900 3.614959 4.532629 -0.211 0.655 0.172 -0.0537
C -0.490333 2.016344 3.755330 0.619 0.561 -0.726 -0.3599
O -0.790015 1.603256 4.843787 -0.549 -0.282 0.986 0.0203
H 0.295898 2.749455 1.409108 -0.117 0.140 -0.069 0.0681
H 1.938437 2.473291 2.010383 -0.172 0.067 0.011 0.0915
H 1.295699 4.112804 2.012935 -0.249 0.055 -0.277 0.0812
H 0.857659 4.663156 4.506843 0.216 -0.163 0.038 0.0959
H 0.976040 3.231504 5.519749 -0.078 -0.293 0.023 0.0810
H 2.278586 3.617404 4.374176 0.054 -0.158 -0.028 0.0859
H -1.017106 1.757313 2.828434 -0.087 -0.356 -0.142 0.1203
C 3.537959 -0.426256 -0.637675 0.732 0.557 -0.572 -0.0513
N 2.202879 0.095270 -0.459410 0.683 0.264 -0.191 -0.1685
C 1.799717 1.180413 -1.307788 0.533 0.303 -0.847 -0.0464
C 1.275417 -0.520738 0.292632 3.051 -0.557 -0.081 -0.3759
O 0.139163 -0.192748 0.306063 -3.236 0.322 0.535 0.0272
H 4.341938 0.300567 -0.448557 -0.448 0.122 0.267 0.0867
H 3.682205 -0.657225 -1.702955 -0.047 -0.359 0.251 0.0714
H 3.748790 -1.293600 -0.017198 -0.327 -0.138 0.000 0.0794
H 2.200882 1.026520 -2.321418 -0.096 -0.103 0.113 0.0984
H 0.722574 1.209389 -1.369992 -0.176 0.075 0.147 0.0537
H 2.197341 2.151789 -0.992263 -0.133 -0.108 0.255 0.1000
H 1.770482 -1.315090 0.871576 -0.576 -0.354 0.269 0.1272
C -1.697620 -3.426337 -0.757923 -0.596 0.868 -0.127 -0.0449
N -1.914776 -2.679854 -2.002866 -0.263 0.264 0.591 -0.1872
C -2.107621 -3.475745 -3.185632 -0.206 -0.465 0.352 -0.0604
C -2.233924 -1.346743 -1.988964 0.839 -1.227 1.251 -0.3411
O -2.633161 -0.729639 -2.934103 -0.492 0.787 -1.294 0.0142
H -0.983886 -4.216164 -0.950509 0.219 -0.037 0.224 0.0491
H -2.632726 -3.858068 -0.367054 0.146 -0.094 -0.319 0.0980
H -1.346617 -2.737791 0.009774 0.350 -0.134 -0.025 0.0789
H -1.157118 -3.963715 -3.419605 -0.164 -0.060 -0.293 0.0637
H -2.854674 -4.256151 -2.992420 0.091 0.002 -0.036 0.0952
H -2.479596 -2.869321 -3.997538 0.177 0.238 -0.224 0.0845
H -2.016587 -0.879444 -1.013982 -0.085 -0.054 0.051 0.1289
C 1.046508 -2.094302 -4.303301 -0.170 0.654 -0.269 -0.0265
N 2.139380 -2.359006 -3.390091 -0.369 1.220 -2.488 -0.1783
C 1.786991 -2.921247 -2.194817 -0.718 -2.229 3.057 -0.0759
C 3.409483 -2.297166 -3.815512 -0.185 0.515 -0.390 -0.3362
O 4.382431 -2.693064 -3.218782 0.665 -0.426 0.611 0.0080
H 0.400017 -1.285312 -3.940178 0.024 -0.251 0.198 0.0956
H 0.439832 -2.990411 -4.444954 0.075 0.029 -0.057 0.0789
H 1.420302 -1.752866 -5.267468 0.128 -0.185 -0.037 0.0888
H 1.507645 -3.988409 -2.264651 0.333 -0.015 -0.300 0.1005
H 2.623714 -2.877705 -1.509855 0.075 0.050 0.215 0.0673
H 0.897126 -2.523223 -1.698222 0.167 0.733 -0.312 0.0965
H 3.504436 -1.763636 -4.768592 -0.062 -0.082 -0.288 0.1398
C 7.646224 -2.989305 -1.900004 0.794 -1.105 0.070 -0.0830
N 7.656756 -1.647444 -1.453539 -0.413 0.627 0.007 -0.1999
C 8.538386 -1.339333 -0.350501 0.211 0.646 -0.384 -0.0456
C 6.740076 -0.749138 -1.937440 1.206 -1.960 -0.396 -0.3494
O 6.640016 0.361818 -1.538324 -0.478 2.545 0.898 0.0347
H 8.639517 -3.302169 -2.257318 -0.110 0.186 -0.101 0.0923
H 6.938368 -3.122924 -2.708000 -0.300 -0.150 0.050 0.0774
H 7.455600 -3.655146 -1.044877 -0.372 -0.108 -0.274 0.0766
H 8.515950 -0.264996 -0.181638 -0.239 -0.016 0.166 0.0846
H 8.260937 -1.872958 0.560591 0.010 -0.045 0.004 0.0892
H 9.575510 -1.563424 -0.623940 -0.137 -0.291 0.073 0.0914
H 6.156580 -1.134080 -2.775730 -0.182 -0.344 -0.098 0.1160
```
Positions in Å, forces in eV/Å.

Results
Charge = 0
LUMO level = 0.477 eV
HOMO-LUMO gap = 9.1381 eV
SMILES string = CCOP(=O)(OCC)OCC.CCOP(=O)(OCC)OCC.CCOP(=O)(OCC)OCC.CN(C)C=O.CN(C)C=O.CN(C)C=O.CN(C)C=O.CN(C)C=O
DFT total energy = -3882.6343 Ha